No. 1
DFT (ωB97M-V/def2-TZVPD) results for a single C14H19N3O5 molecule at a distorted geometry.

Geometry as XYZ:
```
41
Properties=species:S:1:pos:R:3
C -1.450 -1.318 1.592
C 0.126 -1.024 1.253
C -2.433 -0.319 1.039
C -1.809 1.044 1.166
C -1.615 1.844 0.082
C -1.452 1.419 2.480
C -0.958 3.104 0.360
C -0.825 2.569 2.800
C -0.550 3.511 1.654
C 1.442 -0.221 -0.633
C 1.078 0.438 -1.960
C 2.380 -1.387 -0.900
C 2.202 -2.296 -2.107
C 0.791 -2.709 -2.517
H -1.848 -2.508 3.260
H -0.437 -1.752 3.273
H -1.658 -2.258 1.120
H -2.702 -0.462 -0.005
H -3.383 -0.348 1.565
H -2.146 1.646 -0.804
H -1.680 0.604 3.201
H -0.856 3.728 -0.502
H -0.582 2.783 3.873
H 0.190 5.236 1.114
H -0.539 -0.302 -0.450
H 2.032 0.538 -0.123
H 3.386 -1.125 -0.896
H 2.195 -2.015 -0.060
H 2.726 -3.289 -1.876
H 2.540 -1.867 -3.027
H 1.292 -4.750 -2.398
H -0.174 -4.346 -3.089
H 1.742 0.996 -3.635
N -1.448 -1.571 3.028
N 0.264 -0.558 0.012
N 0.543 -4.044 -2.521
O 1.020 -1.251 2.057
O -0.176 4.736 1.932
O -0.042 0.911 -2.270
O -0.074 -1.929 -2.657
O 2.125 0.628 -2.814
```

Computed properties:
- Net charge: 0
- SMILES: NC(=O)CC[C@H](NC(=O)[C@@H](N)Cc1ccc(O)cc1)C(=O)O
- Strongest force on any atom: 4.75 eV/Å
- HOMO-LUMO gap: 8.30 eV
- E: -29533.6737 eV
- HOMO energy: -0.2856 Ha
- ΔE to the lowest compared entry with this formula, charge and spin: 57.9 kcal/mol

No. 2
DFT (ωB97M-V/def2-TZVPD) results for 6 unconnected molecules or ions with the total composition C21H45N3O9S3 at a distorted geometry.

Geometry as XYZ:
```
81
Properties=species:S:1:pos:R:3
C 1.687 5.703 2.328
C 3.057 5.125 2.237
O 3.818 5.184 3.185
N 3.449 4.526 1.066
C 2.994 4.804 -0.276
H 0.936 4.924 2.487
H 1.347 6.158 1.393
H 1.608 6.471 3.088
H 4.362 4.112 1.187
H 2.810 3.898 -0.859
H 3.717 5.399 -0.838
H 2.033 5.306 -0.268
C -1.162 -0.385 -0.359
C -1.579 0.804 0.466
O -2.235 0.710 1.487
N -1.090 1.993 0.015
C -1.201 3.208 0.765
H -1.820 -1.243 -0.270
H -0.179 -0.708 0.006
H -0.994 -0.150 -1.413
H -0.569 1.944 -0.842
H -1.886 3.095 1.596
H -1.527 4.042 0.131
H -0.223 3.557 1.114
C -3.088 -2.548 4.911
C -1.585 -2.424 5.000
O -0.942 -3.055 5.818
N -1.009 -1.676 4.030
C 0.418 -1.534 3.859
H -3.583 -2.420 5.867
H -3.268 -3.548 4.513
H -3.500 -1.849 4.179
H -1.589 -1.193 3.365
H 0.607 -0.605 3.323
H 0.793 -2.313 3.181
H 0.992 -1.604 4.776
C -2.479 -4.323 0.953
C -3.519 -4.833 -0.044
C -2.785 -5.096 -1.341
S -1.159 -5.711 -0.872
O -0.171 -4.807 -1.421
O -1.030 -7.121 -1.071
C -1.325 -5.328 0.860
H -2.843 -4.283 1.976
H -2.154 -3.335 0.616
H -4.345 -4.128 -0.159
H -4.033 -5.732 0.315
H -2.589 -4.133 -1.819
H -3.221 -5.732 -2.106
H -0.386 -5.057 1.332
H -1.724 -6.230 1.333
C -2.712 4.453 -3.237
C -2.422 3.066 -3.816
C -0.925 2.827 -3.630
S -0.134 4.378 -3.981
O 0.245 4.360 -5.367
O 0.814 4.726 -2.956
C -1.618 5.365 -3.784
H -2.635 4.427 -2.142
H -3.702 4.841 -3.460
H -2.605 3.206 -4.888
H -3.026 2.254 -3.427
H -0.572 2.034 -4.282
H -0.732 2.585 -2.588
H -1.912 5.663 -4.795
H -1.409 6.284 -3.245
C 2.924 -3.514 -1.225
C 3.984 -2.844 -2.123
C 4.996 -2.265 -1.165
S 4.042 -1.638 0.223
O 3.831 -0.223 0.025
O 4.539 -2.128 1.463
C 2.498 -2.472 -0.181
H 3.440 -4.340 -0.715
H 2.103 -4.013 -1.736
H 3.479 -2.045 -2.675
H 4.385 -3.570 -2.826
H 5.664 -1.504 -1.555
H 5.605 -3.060 -0.722
H 1.865 -1.782 -0.732
H 2.155 -2.929 0.740
```

Computed properties:
- Net charge: 0
- SMILES: O=S1(=O)CCCC1.O=S1(=O)CCCC1.O=S1(=O)CCCC1.CNC(C)=O.CNC(C)=O.CNC(C)=O
- Strongest force on any atom: 1.84 eV/Å
- HOMO-LUMO gap: 9.20 eV
- E: -77910.0680 eV
- HOMO energy: -0.3385 Ha
- ΔE to the lowest compared entry with this formula, charge and spin: 0.0 kcal/mol

No. 3
DFT (ωB97M-V/def2-TZVPD) results for a single C23H27N3O6S molecule.

Geometry as XYZ:
```
60
Properties=species:S:1:pos:R:3
C -6.930 -1.513 0.186
H -7.667 -0.773 0.504
H -7.177 -2.473 0.644
H -6.916 -1.600 -0.897
O -5.624 -1.107 0.567
C -5.427 -0.949 1.883
O -6.295 -1.110 2.717
C -4.071 -0.558 2.233
C -2.923 -0.296 1.504
C -1.923 0.038 2.455
C -2.501 -0.025 3.723
N -3.783 -0.395 3.565
H -4.463 -0.569 4.289
C -1.900 0.193 5.067
H -0.815 0.196 5.007
H -2.204 -0.602 5.746
H -2.232 1.140 5.496
C -0.552 0.438 2.191
C 0.314 -0.250 1.408
C 0.144 -1.576 0.846
O -0.813 -2.316 0.906
C 1.483 -1.920 0.200
O 1.790 -2.958 -0.347
N 2.303 -0.861 0.386
C 3.694 -0.891 0.020
H 4.299 -0.579 0.880
H 3.922 -1.935 -0.209
C 4.056 0.007 -1.172
N 3.123 -0.111 -2.274
C 3.130 -1.424 -2.902
C 2.065 -1.457 -3.995
O 2.286 -0.464 -4.971
C 2.300 0.807 -4.372
C 3.371 0.903 -3.285
H 3.329 1.892 -2.821
H 4.367 0.773 -3.748
H 2.499 1.525 -5.170
H 1.317 1.017 -3.924
H 2.084 -2.414 -4.519
H 1.077 -1.312 -3.533
H 2.887 -2.187 -2.164
H 4.118 -1.646 -3.345
H 4.046 1.052 -0.851
H 5.091 -0.243 -1.475
C 1.695 0.261 1.071
C 1.601 1.487 0.216
C 2.222 2.686 0.384
C 1.886 3.623 -0.618
C 1.014 3.118 -1.527
S 0.580 1.493 -1.178
H 0.595 3.603 -2.386
H 2.280 4.623 -0.657
H 2.894 2.896 1.198
H 2.272 0.513 1.973
O -0.108 1.574 2.784
H -0.826 1.989 3.280
C -2.777 -0.317 0.030
H -1.971 0.341 -0.288
H -2.529 -1.330 -0.287
H -3.708 -0.028 -0.448
```

Computed properties:
- Net charge: 0
- SMILES: COC(=O)c1[nH]c(C)c(/C(O)=C2\C(=O)C(=O)N(CCN3CCOCC3)[C@H]2c2cccs2)c1C
- Strongest force on any atom: 0.81 eV/Å
- HOMO-LUMO gap: 8.19 eV
- E: -51879.9610 eV
- HOMO energy: -0.3070 Ha
- ΔE to the lowest compared entry with this formula, charge and spin: 36.2 kcal/mol

No. 4
DFT (ωB97M-V/def2-TZVPD) results for a single C3H5IN2S molecule at a distorted geometry.

Geometry as XYZ:
```
12
Properties=species:S:1:pos:R:3
C -0.475 0.531 -0.032
C 0.953 -1.634 -0.248
C -1.580 1.384 0.386
N 0.119 0.738 -1.072
N 1.610 -0.625 -0.977
S -0.133 -0.866 1.006
I 3.075 0.313 0.140
H 0.242 -2.160 -1.063
H 1.628 -2.290 0.385
H -2.457 0.759 0.456
H -1.760 2.188 -0.289
H -1.222 1.664 1.307
```

Computed properties:
- Net charge: 0
- Strongest force on any atom: 4.83 eV/Å
- HOMO-LUMO gap (alpha / beta): 8.14 / 8.14 eV
- E: -25104.3567 eV
- HOMO energy (alpha / beta): -0.3232 / -0.3231 Ha
- ΔE to the lowest compared entry with this formula, charge and spin: 48.1 kcal/mol